Below is 2 unconnected molecules or ions with the total composition C33H47O5, with properties calculated with the ωB97M-V functional and the def2-TZVPD basis.

The calculation puts the energy at -1661.876015 Ha. The relative energy (zero: lowest compared OMol25 entry of this formula, charge and spin) comes out at 0.0 kJ/mol.

The geometry in ORCA input format:
```
! RIJCOSX wB97M-V def2-TZVPD def2/J DEFGRID3
* xyz -1 1
C 1.89 2.97 5.20
C 0.85 2.48 4.21
C 0.90 3.28 2.92
C -0.43 3.38 2.19
C -0.72 2.39 1.12
C -2.15 2.25 0.80
O -2.72 1.27 0.33
O -2.87 3.32 1.19
C -4.29 3.08 1.08
C -5.00 4.31 1.56
C 0.15 2.38 -0.05
O -0.19 2.38 -1.23
O 1.45 2.46 0.34
C 2.48 2.33 -0.67
C 3.63 3.22 -0.25
H 1.87 2.38 6.12
H 2.90 2.91 4.77
H 1.71 4.02 5.47
H 1.01 1.42 3.98
H -0.16 2.55 4.65
H 1.22 4.31 3.15
H 1.64 2.86 2.24
H -1.27 3.35 2.90
H -0.47 4.37 1.69
H -4.53 2.87 0.03
H -4.55 2.21 1.69
H -6.07 4.19 1.38
H -4.86 4.46 2.64
H -4.66 5.21 1.04
H 2.77 1.27 -0.70
H 2.05 2.63 -1.63
H 4.53 2.94 -0.80
H 3.39 4.26 -0.48
H 3.84 3.15 0.83
C -1.53 0.50 -4.88
C -2.23 -0.29 -3.76
C -3.19 0.68 -3.06
C -3.07 -1.41 -4.37
C -1.20 -0.86 -2.78
C -1.02 -0.38 -1.52
C -0.11 -0.93 -0.56
C -0.05 -0.35 0.73
C 0.68 -0.92 1.82
C 1.97 -1.50 1.63
C 2.48 -2.37 2.58
C 1.79 -2.62 3.77
C 2.28 -3.69 4.68
C 0.65 -1.86 4.06
C 0.12 -0.99 3.12
C 0.59 -2.12 -0.96
C 0.53 -2.62 -2.23
C 1.34 -3.86 -2.64
C 0.40 -4.90 -3.27
C 2.02 -4.52 -1.44
C 2.44 -3.48 -3.64
C -0.25 -1.89 -3.25
O -0.08 -2.09 -4.47
H -0.88 -0.16 -5.46
H -2.30 0.92 -5.53
H -0.94 1.31 -4.44
H -3.76 0.18 -2.27
H -2.66 1.54 -2.66
H -3.90 1.04 -3.81
H -3.60 -1.96 -3.58
H -3.81 -0.97 -5.04
H -2.45 -2.11 -4.93
H -1.62 0.44 -1.17
H -0.88 0.29 0.99
H 2.51 -1.28 0.70
H 3.41 -2.91 2.36
H 1.48 -4.02 5.36
H 2.61 -4.56 4.10
H 3.13 -3.34 5.28
H 0.15 -1.99 5.02
H -0.79 -0.42 3.32
H 1.15 -2.66 -0.21
H -0.07 -4.50 -4.17
H 0.97 -5.80 -3.53
H -0.38 -5.17 -2.55
H 2.73 -3.83 -0.98
H 1.27 -4.83 -0.69
H 2.57 -5.40 -1.77
H 3.14 -2.78 -3.16
H 2.99 -4.38 -3.93
H 2.01 -3.00 -4.53
*
```